[1]
This record from the Open Molecules 2025 dataset describes a structure of composition C43H46Cl2KN9O3P2S2. The level of theory is ωB97M-V with the def2-TZVPD basis set.

```
108
Properties=species:S:1:pos:R:3
C -3.8340 4.5098 -4.1418
C -0.3933 2.6230 3.1237
C 4.1604 -5.0573 5.4424
H -3.6390 4.6835 4.6393
H -3.9903 0.2452 2.8121
P -2.0148 -1.2284 -1.7967
H 2.4899 -4.5212 1.1009
H -4.5393 -4.2057 -5.9470
H -0.4615 -0.2661 2.9053
N -1.0311 1.4003 3.1019
H 4.0516 -1.0908 3.1084
C -4.3153 -4.0130 -3.8230
H -4.4004 1.5312 0.4567
C 2.9615 -4.0711 1.9665
H 4.5503 -2.4859 5.0870
H 2.3736 -2.8344 -5.3040
H -2.9847 -2.3472 -6.4523
C 0.1948 -2.0168 3.5003
H 3.3790 2.9498 -2.5295
C 1.9122 3.1666 3.9126
C -3.1537 2.4734 -3.0378
H -0.3127 -4.7879 1.0633
P -2.2916 1.5568 -1.7013
C -1.1204 -3.2170 -0.1445
N -2.9901 0.2755 2.7369
C -2.8524 -2.2527 -3.0596
C 3.8286 -2.1514 3.0947
H 1.4688 3.7750 4.6871
H -4.9798 -4.8370 -3.5991
C 3.8279 -4.2902 4.2114
C -2.1931 -4.0855 1.8222
H -2.9611 4.4516 -2.1995
C 3.2455 -2.6969 1.9391
H 3.9545 3.4819 4.4988
H -4.0573 -3.1702 2.3561
S 1.1476 -1.6807 -3.1463
N -2.6781 4.3709 4.5820
C -4.0676 -3.6587 -5.1413
H -0.3000 -2.0514 4.4756
C -4.1570 2.4044 -5.2398
H 3.5794 -3.8563 -4.6055
H -1.0645 3.9422 -0.7908
H -5.0242 0.8568 -2.0545
H -4.8898 3.2354 2.1738
H -4.8707 -0.8957 -2.2299
H -2.0495 5.1261 4.8210
O 4.4639 -4.5506 6.4892
C -2.3378 3.8428 3.2969
H -3.5001 0.6767 -4.1684
C 3.2491 -4.8482 3.0727
H 2.9014 -2.8287 -1.3016
C -1.1365 -4.1002 0.9242
H -1.3931 5.5181 0.9933
H -4.7126 4.2959 -6.0876
C -2.0358 4.6511 0.9156
H -3.9248 5.5879 -4.1310
H 2.7104 1.6323 -3.5595
C -4.2757 3.7860 -5.2398
C -3.2801 3.8614 -3.0479
H -2.2006 -4.7683 2.6619
C -3.5933 1.7567 -4.1509
N -3.1327 0.0820 -1.5418
H -4.0373 -1.6030 0.4548
C -3.2212 -2.3001 0.5824
H -1.8789 -1.1341 -4.6126
O -0.5231 -1.1958 2.5886
H -3.9045 -3.6043 -1.7619
N -0.9067 3.7890 3.2160
H 3.9474 -3.7383 -2.3468
C -3.2327 -3.1814 1.6540
C -1.8600 3.7787 -0.0710
H 2.9723 -5.8979 3.0330
N 1.5494 1.7477 2.0112
N 2.9207 -3.1035 -4.5056
O 4.1175 -6.4131 5.3497
S 2.8623 -1.7045 0.5519
C 2.8736 1.6160 1.9001
C -2.3361 1.4206 2.9711
C -2.5898 -1.9223 -4.3902
H 4.8329 2.0516 2.6409
H 3.9442 -6.6688 4.4351
C -3.7102 -3.3146 -2.7874
C 2.4546 -2.7330 -3.2915
C -3.2000 -2.6123 -5.4255
C 3.2833 3.0037 3.7974
H -3.6066 5.3443 2.2116
C -4.5907 -0.0404 -1.6106
H -5.0365 -0.1791 -0.6236
H 0.2398 -3.0231 3.0907
C -3.7126 2.3488 0.6148
C -3.0273 4.4415 2.0104
C 2.8754 1.9895 -2.5490
C 1.0946 2.5104 3.0085
H 3.2297 0.9875 1.0940
H -4.5007 1.8270 -6.0878
C 3.7721 2.2141 2.7727
N 3.0653 -3.2667 -2.2246
H -0.2908 -3.2251 -0.8450
Cl 1.2677 2.2041 -1.8059
H 1.2192 -1.6581 3.6262
K 0.3309 -0.0428 0.1171
N -3.0594 2.5711 3.0415
C -2.1707 -2.3150 -0.3322
C 4.1086 -2.9245 4.2021
C -3.8428 3.1248 1.8889
Cl 3.8540 0.8146 -1.6815
H -2.4513 -0.5780 2.6284
C -2.7416 2.6083 -0.2636
```

Computed properties:
Orbital gap   0.249 hartree
Calculated total energy   -5384.2322 Eh
Highest occupied orbital energy   -6.691 eV
Max |F|   0.454 eV/Å

[2]
This record from the Open Molecules 2025 dataset describes a structure of composition C43H46Cl4N6O2PY. The level of theory is ωB97M-V with the def2-TZVPD basis set.

```
103
Properties=species:S:1:pos:R:3
H -5.9090 -5.2727 -0.0469
N 0.9062 2.4601 0.1950
H -0.4923 0.7798 -2.6760
C 0.9188 -4.2649 0.0331
C 4.2302 -0.4688 0.0013
P 2.5627 0.0006 0.5427
C 0.9515 -1.3515 4.0211
H -0.9838 -2.9713 -4.4346
H 0.8111 -1.6876 -2.5677
H 2.3670 -1.3028 -4.5619
H 0.8652 -8.0869 0.6709
H -5.1443 -6.8505 0.0664
H 5.1052 -0.4488 1.9679
C -4.9758 3.3148 -1.4563
H -2.1955 -4.4093 -0.7161
Cl -3.2828 -1.7040 -0.1855
Y -0.4158 0.2626 -0.0559
H -0.7250 3.3146 -0.7136
C 2.2672 -3.1519 3.1241
H 7.7849 -1.3030 -1.2534
C -2.9452 2.0796 -0.7480
H -0.9603 -0.4907 -6.1606
H 1.1591 0.6590 -2.7991
H -5.6535 3.5728 -2.2600
H -6.0320 4.4531 0.0378
H 0.7588 -3.2548 -4.3053
N -1.9069 1.2980 -0.9640
N 0.1141 -1.0867 -2.9998
H -2.6274 -6.1174 -0.6973
C -5.1886 3.8100 -0.1708
C 0.2205 3.5391 -0.2360
C 4.4604 -0.6785 -1.3546
C -0.0997 -4.8343 0.8341
H -3.8655 -4.8988 -1.0056
C 5.7390 -0.9737 -1.8046
H -1.8822 -0.6157 -4.6464
H -0.9517 -3.0664 1.2277
C -2.9706 -5.1153 -0.4230
H 2.2665 6.0393 0.7045
H -0.8812 -6.6611 1.6438
H 1.0159 -3.3278 4.8566
Cl -1.9289 -1.1063 2.3340
H 0.2644 -0.9697 4.7662
H 2.5906 -4.1849 3.1547
H -4.1365 -1.8284 2.0075
C -4.7479 -5.3081 2.9257
H 2.6891 -7.0863 -0.6902
H 0.0617 5.6544 -0.4401
C 1.3997 -0.5209 3.0035
H -6.3879 -6.3883 1.2326
C 2.0947 2.6662 0.7796
C 0.8883 -7.0189 0.4906
H 0.0525 -2.8123 -5.8667
C 2.7265 -2.3209 2.1130
C 0.1991 -1.1673 -4.4664
C 1.3782 -2.6716 4.0755
H 7.3794 -0.9569 1.1598
C 2.6104 3.9520 0.9830
O 1.9819 -2.4042 -0.9672
C 1.9134 -6.4613 -0.2684
C -0.9220 -0.3343 -5.0810
H 3.6268 -0.6419 -2.0444
H -0.7747 0.7344 -4.9099
C 2.2906 -1.0004 2.0399
H -5.7085 -5.6279 3.3131
H 1.7477 0.3477 -4.7896
C -3.2531 -5.0255 1.0509
H -1.7996 -3.9882 3.9363
C -0.0992 -6.2238 1.0346
N -1.0383 -4.0509 1.4522
H 3.4009 -2.7104 1.3587
C 1.9109 -5.0974 -0.4870
C -3.9034 2.4952 -1.7285
C -2.5690 -4.3867 3.2872
H 3.6726 1.7833 1.6956
H -4.4279 3.8377 1.8449
C -3.8001 -4.7748 3.7865
H 1.0640 0.5111 2.9626
C -0.0065 -2.6433 -4.7905
C 1.0011 -2.8092 -0.3213
Cl -3.6653 1.9135 -3.3540
C 1.5611 -0.7085 -5.0010
N 2.8158 1.5650 1.2087
H 3.5733 4.0689 1.4630
C 5.2859 -0.5757 0.9056
N 0.3182 0.2054 -2.4428
C 6.7887 -1.0665 -0.9021
C -2.2927 -4.5099 1.9289
H 2.6782 -4.6300 -1.0897
H -4.0168 -4.6795 4.8432
C 1.8834 5.0379 0.5547
O 0.0476 -2.0322 0.0594
C -3.2332 2.6454 0.5344
Cl -2.1010 2.1851 1.8114
C -4.2972 3.4672 0.8360
H 1.6036 -0.8260 -6.0853
C 6.5627 -0.8704 0.4544
H -3.8762 -0.1239 1.4504
H 5.9147 -1.1421 -2.8594
C 0.6627 4.8320 -0.0814
C -4.4872 -5.4440 1.5666
C -5.5391 -6.0219 0.6571
C -3.4948 -1.1392 1.4710
```

Computed properties:
Orbital gap   0.240 hartree
Calculated total energy   -4365.8145 Eh
Highest occupied orbital energy   -6.255 eV
Max |F|   0.687 eV/Å

[3]
This record from the Open Molecules 2025 dataset describes a structure of composition C43H47N4PSSiTa. The level of theory is ωB97M-V with the def2-TZVPD basis set.

```
98
Properties=species:S:1:pos:R:3
H 1.9772 3.8347 6.8216
H 3.8753 0.8734 0.3535
C -5.5851 0.2483 2.2844
C -2.0589 -2.8789 -3.4267
C -0.9773 -2.8465 3.3966
H -0.0889 0.0957 6.5691
C 3.0665 3.9905 0.7954
H -6.1576 -0.1059 3.1305
H 4.1221 5.4988 -0.3067
H 2.9883 -0.3095 2.0423
C 1.8657 -1.5018 -0.2368
C -0.7363 -0.7227 -5.7788
H 4.7177 0.3061 -1.8642
H 1.2440 -0.5615 2.1144
C -1.7557 -2.2317 -2.2410
H 2.3947 3.7845 4.4019
C -5.9363 1.4303 1.6502
C -4.4041 -2.4318 -3.0767
H 5.1366 -1.3352 -0.1549
C -5.2046 1.8913 0.5590
C 0.4860 -0.8480 -5.1220
C 5.5127 3.4296 1.9854
N -1.2431 1.0220 -4.3310
C 0.9157 1.9713 6.8405
C -4.1202 1.1664 0.1016
C 0.4487 0.9011 6.0866
H -6.7850 1.9994 2.0051
C -2.2495 -3.5813 1.0245
Si 1.7209 1.9183 2.2890
H 1.1881 -2.4416 -6.3766
C -3.7621 -0.0236 0.7424
H -2.7470 -3.8708 0.1074
C 0.6812 0.8681 4.7223
C 4.3831 2.7138 2.3490
H -3.7449 0.1606 -5.2651
C 3.1729 -2.2572 -0.0909
H 0.3213 0.0172 4.1526
C 1.3814 1.9029 4.0922
H -3.0824 -0.0507 -6.8948
H -5.4854 2.8144 0.0705
H -1.2729 -3.3380 -4.0120
H -0.4984 -2.5678 4.3262
N 1.9717 -0.0627 0.1956
C 1.6125 3.0049 6.2317
H 2.9964 -3.2629 -0.4750
C -1.9226 -4.5461 1.9680
C 3.8604 -0.2552 -1.4892
N 0.8109 -0.0337 -4.0895
H -1.8506 1.7723 -4.0199
H 2.8684 1.5767 -0.8836
C -0.0371 0.8824 -3.7293
C 3.1871 0.6180 -0.4508
C 4.3240 -1.5607 -0.8472
P -2.3867 -0.9661 0.1239
H -4.9060 -1.3713 -1.2801
H 1.5468 -1.4923 -1.2837
H 4.4710 1.9514 3.1177
H -1.1072 -0.8317 2.6719
H 3.4090 -2.3881 0.9659
H -4.2245 -1.4063 2.3334
C -3.3849 -2.9806 -3.8418
C 5.4197 4.4255 1.0202
C -1.9316 -2.2475 1.2718
C -4.1071 -1.7839 -1.8833
H 2.4413 -1.3489 -5.7436
H 6.2987 4.9912 0.7417
C 4.1974 4.7081 0.4279
H 2.1219 4.2553 0.3317
H -0.7236 2.3354 1.8494
C 1.5020 -1.8562 -5.5170
N -1.0960 0.0348 -0.0705
H -3.5543 1.5255 -0.7514
H -2.1697 -5.5826 1.7840
H -0.7269 -2.1857 -1.8978
H -3.6229 -3.5098 -4.7556
C -4.4954 -0.4845 1.8347
C -2.9691 0.4919 -5.9604
H 3.2064 -0.4124 -2.3513
C -2.7815 -1.6849 -1.4655
S 0.4011 2.1211 -2.5448
C 0.1612 2.4671 1.2194
C -1.2853 -4.1809 3.1446
H 0.2638 3.5366 1.0059
C -1.3032 -1.8785 2.4643
Ta 0.2831 1.1394 -0.3292
C 3.1413 2.9774 1.7540
C 1.8452 2.9730 4.8648
H 6.4620 3.2216 2.4606
H 1.0630 -1.9419 0.3570
H -1.0355 -4.9371 3.8769
H 1.6973 -2.5253 -4.6762
H -3.1128 1.5562 -6.1545
H 0.7387 1.9961 7.9073
H -0.9837 -1.3615 -6.6143
H -5.4340 -2.5234 -3.3949
H 4.7484 -2.2206 -1.6016
C 2.0266 0.0856 1.7083
C -1.6295 0.2413 -5.3666
```

Computed properties:
Orbital gap   0.255 hartree
Calculated total energy   -2971.0818 Eh
Net charge   +3
Highest occupied orbital energy   -15.654 eV
Max |F|   0.561 eV/Å